# 1
Here is a single C5H3N3 molecule from OMol25. Energies are from ωB97M-V/def2-TZVPD.

The LUMO energy comes out at -0.0710 Ha. The structure (SMILES) is C1=NC2=CN=NC2=C1. The HOMO energy comes out at -9.56 eV. The energy above the lowest of the compared OMol25 structures with the same formula, charge and spin is 383.40 kJ/mol.

Geometry as ORCA input:
```
! wB97M-V def2-TZVPD RIJCOSX def2/J DEFGRID3
* xyz 0 1
C 1.10915 -0.11683 1.42304
N 1.55427 -0.10934 0.01378
C 0.44361 0.13288 -0.65932
C -0.22768 0.13047 -2.05110
N -1.55884 -0.03501 -1.83115
N -1.79725 -0.41345 -0.34954
C -0.75533 -0.09549 0.24571
C -0.24724 0.17238 1.64481
H 1.99328 -0.17166 2.01077
H 0.18264 0.49186 -3.01611
H -0.69661 0.01420 2.56910
*
```


# 2
Here is 2 unconnected molecules or ions with the total composition C5H3N3 from OMol25. Energies are from ωB97M-V/def2-TZVPD.

The LUMO energy comes out at -0.0329 Ha. The structure (SMILES) is C=C1N=C1C#N.C#N. The HOMO energy comes out at -9.65 eV. The energy above the lowest of the compared OMol25 structures with the same formula, charge and spin is 347.55 kJ/mol.

Geometry as ORCA input:
```
! wB97M-V def2-TZVPD RIJCOSX def2/J DEFGRID3
* xyz 0 1
C 0.96274 1.51429 -1.22318
C -0.04768 0.97100 -0.60966
N -1.25904 0.21586 -0.65082
C -0.85851 0.61311 0.51036
C -1.10674 0.65032 1.86463
N -1.28472 0.70491 2.99888
H 1.07925 1.44010 -2.28901
H 1.71211 2.06040 -0.67717
C 0.25354 -2.74140 0.01216
N 1.03207 -2.14600 0.59097
H -0.48303 -3.28259 -0.52717
*
```